127
Properties=species:S:1:pos:R:3:mulliken_charge:R:1 method="wB97M-V/def2-TZVPD" total_charge=-1 homo_lumo_gap_ev=7.001 total_energy_ha=-6382.1977 e_lumo_ha=-0.011
As 1.4016 1.0223 -1.3150 2.051
F 1.3694 -0.7713 -1.5583 -0.523
F 1.6360 1.0860 -3.1205 -0.519
F 1.5755 2.8576 -1.0795 -0.541
F 1.0603 0.7890 0.4109 -0.487
F 3.1580 0.8113 -1.1059 -0.496
F -0.3230 1.1340 -1.7013 -0.489
C -6.1645 6.4931 -3.3593 -0.882
C -5.2285 6.9274 -4.2175 0.592
C -3.8993 6.2402 -4.4194 0.522
O -2.9131 6.6734 -5.0705 -0.623
C -3.7610 4.9470 -3.8024 -0.519
C -4.6618 4.4551 -2.9146 0.467
C -5.9702 5.2339 -2.6386 0.510
O -6.8347 4.8252 -1.7881 -0.593
O -4.7034 3.1884 -2.4666 -0.399
O -5.3980 8.0388 -4.9875 -0.529
H -7.1459 6.9221 -3.2210 0.429
H -2.8810 4.3642 -4.0311 0.385
H -3.8086 2.8413 -2.4475 0.307
H -4.7321 8.1646 -5.6674 0.335
C 3.8739 -6.5740 -6.8606 0.148
O 2.6152 -6.7670 -6.9009 -0.610
N 4.3991 -5.6228 -5.9687 0.097
C 5.8175 -5.1629 -6.1362 -0.940
C 3.5696 -4.9254 -4.9399 -0.925
H 4.6334 -7.1128 -7.4481 0.295
H 6.0724 -4.6736 -5.1961 0.320
H 5.9647 -4.3355 -6.8304 0.307
H 6.5284 -5.9729 -6.2995 0.339
H 3.8464 -5.1706 -3.9145 0.304
H 3.5854 -3.8373 -5.0016 0.351
H 2.5443 -5.2780 -5.0522 0.313
C -5.2521 -1.9842 3.7442 0.219
O -5.2432 -2.8576 4.6159 -0.613
N -5.2120 -2.2603 2.4155 0.109
C -5.1456 -1.2099 1.4395 -0.973
C -5.3375 -3.5291 1.7744 -0.981
H -5.2491 -0.8991 3.9305 0.271
H -4.4892 -1.5153 0.6247 0.327
H -4.7639 -0.2858 1.8735 0.311
H -6.1533 -0.9923 1.0857 0.333
H -5.7819 -4.1962 2.5131 0.355
H -6.1187 -3.4905 1.0153 0.359
H -4.4013 -4.0204 1.5089 0.283
C 0.3581 -5.1334 3.4440 0.167
O -0.1318 -5.3563 4.5633 -0.636
N 1.2020 -5.8070 2.7614 0.096
C 2.0432 -5.2486 1.6619 -0.891
C 1.8133 -7.0086 3.3453 -1.023
H 0.0444 -4.2474 2.8705 0.295
H 3.1045 -5.4086 1.8522 0.305
H 1.8394 -4.1951 1.4707 0.368
H 1.8564 -5.6693 0.6739 0.278
H 2.7388 -6.8711 3.9045 0.356
H 1.0726 -7.6136 3.8683 0.289
H 2.1713 -7.6614 2.5492 0.396
C 6.8594 5.1488 -6.5861 0.189
O 6.9447 5.6932 -7.7087 -0.606
N 5.6946 4.8486 -5.8857 0.085
C 5.5729 3.9177 -4.8330 -0.914
C 4.3682 5.2560 -6.3295 -0.969
H 7.6936 4.8075 -5.9537 0.260
H 6.5492 3.8583 -4.3521 0.301
H 5.3015 2.9402 -5.2315 0.337
H 4.8822 4.2129 -4.0431 0.333
H 4.1968 6.1507 -5.7310 0.328
H 4.3663 5.6490 -7.3462 0.317
H 3.5575 4.5357 -6.2190 0.341
C -3.8420 6.2555 2.7230 0.112
O -4.2785 5.1266 3.1232 -0.642
N -2.5850 6.5286 2.3840 0.112
C -2.4275 7.6786 1.5199 -1.012
C -1.5627 5.5514 2.6336 -0.984
H -4.5016 7.0940 2.4507 0.314
H -2.4798 7.4158 0.4634 0.363
H -1.4050 8.0493 1.5925 0.347
H -2.9278 8.6275 1.7132 0.368
H -1.2003 5.3049 1.6356 0.384
H -0.8236 6.1032 3.2145 0.303
H -1.9106 4.8564 3.3978 0.335
C -0.9496 -0.6760 7.3549 0.169
O -1.9044 -1.3619 7.8177 -0.646
N -0.8199 0.6363 7.3135 0.075
C 0.4228 1.2073 6.7174 -0.995
C -1.8621 1.6095 7.6749 -0.905
H -0.0297 -1.1274 6.9523 0.309
H 0.4072 2.2603 6.9983 0.272
H 0.2765 1.1370 5.6395 0.374
H 1.3923 0.8436 7.0580 0.378
H -1.6210 2.6318 7.9661 0.295
H -2.3290 1.8025 6.7090 0.372
H -2.5385 1.1455 8.3927 0.304
C -3.1615 -3.9703 -4.5386 -0.753
O -4.5367 -3.7510 -4.6373 -0.263
P -5.6018 -4.9769 -4.2545 1.053
O -5.2435 -5.8403 -3.0913 -0.663
O -7.0062 -4.2088 -4.0416 -0.336
C -7.0909 -2.8502 -3.7609 -0.597
O -5.7220 -5.7146 -5.7262 -0.368
C -7.1213 -5.8121 -6.3111 -0.622
H -2.7158 -4.5721 -5.3306 0.286
H -2.9259 -4.6009 -3.6813 0.327
H -2.6113 -3.0446 -4.3697 0.277
H -6.1087 -2.5689 -3.3812 0.299
H -7.8109 -2.5998 -2.9818 0.238
H -7.3218 -2.2833 -4.6628 0.264
H -7.9138 -5.7986 -5.5628 0.290
H -7.3165 -6.8199 -6.6775 0.300
H -7.2673 -5.0051 -7.0291 0.269
C 9.1891 -0.2245 5.6946 -0.694
O 8.1312 -0.2519 6.6239 -0.297
P 7.1554 1.0455 6.8323 1.044
O 7.7157 2.4011 6.8498 -0.664
O 5.9266 0.7039 5.8486 -0.187
C 5.8409 1.2463 4.5380 -0.812
O 6.6217 0.5425 8.3187 -0.389
C 6.1493 -0.8010 8.5402 -0.525
H 9.1706 0.7146 5.1415 0.322
H 9.0879 -1.2060 5.2315 0.261
H 10.1747 -0.0915 6.1408 0.246
H 6.1581 0.5794 3.7364 0.306
H 6.3658 2.1962 4.4369 0.339
H 4.8569 1.7143 4.5081 0.306
H 5.5804 -0.5441 9.4338 0.233
H 6.9688 -1.4532 8.8420 0.212
H 5.7056 -1.2227 7.6383 0.298

61
Properties=species:S:1:pos:R:3:lowdin_spin:R:1 method="wB97M-V/def2-TZVPD" spin_multiplicity=4 total_charge=+1 homo_lumo_gap_ev="7.028 / 7.458" total_energy_ha=-2391.6828 e_lumo_ha="-0.079 / -0.085" s2=3.7593
V 10.5922 7.7531 11.3176 2.768
C 7.6098 11.3069 15.9802 0.001
C 8.4133 10.2731 15.2457 0.003
C 8.3135 8.9478 15.4950 0.000
C 9.0551 8.0625 14.7729 0.004
C 10.0049 8.4948 13.8395 0.008
N 10.9195 7.6209 13.2281 0.016
C 12.0479 7.1498 13.9958 0.005
C 12.0090 6.9903 15.4439 0.008
C 12.9515 6.2025 16.0935 -0.001
C 13.9094 5.4535 15.4011 0.009
C 14.9179 4.6379 16.2205 0.001
C 13.9891 5.7197 14.0213 -0.001
C 13.1425 6.5454 13.3297 0.008
N 13.4923 6.8235 11.9657 0.004
C 14.7405 6.9266 11.4885 0.016
C 14.6608 7.1166 10.0912 0.003
C 13.2805 7.3048 9.8878 0.023
N 12.5823 7.0603 10.9996 0.015
C 10.0215 9.8429 13.5499 0.005
C 9.2517 10.7261 14.3107 0.000
N 10.9100 10.4300 12.6369 0.005
C 11.5079 11.6554 12.7542 0.008
C 12.2857 11.8380 11.6203 0.002
C 12.0748 10.6914 10.8632 0.010
N 11.2370 9.8486 11.4671 0.003
H 8.1966 12.1534 16.3019 0.000
H 7.2665 10.8989 16.9296 0.000
H 6.7390 11.6818 15.5013 0.000
H 7.7582 8.5935 16.3499 0.000
H 8.9876 6.9751 14.9849 0.000
H 11.1691 7.4219 15.9568 0.001
H 12.8119 6.0866 17.1954 0.000
H 14.6338 3.6126 16.5001 0.000
H 15.0749 5.1692 17.1445 0.000
H 15.8605 4.5512 15.7137 0.000
H 14.7812 5.1794 13.4686 0.000
H 15.5901 6.7381 12.1095 0.001
H 15.4406 7.0806 9.3735 0.000
H 12.7742 7.4322 8.9158 0.002
H 9.3818 11.7764 14.0974 0.000
H 11.4599 12.1898 13.7385 0.000
H 12.9220 12.6697 11.3737 0.000
H 12.4554 10.4047 9.8535 0.001
O 9.9583 7.8209 7.6985 0.011
C 9.0267 8.0293 8.5850 0.022
O 9.2248 8.1082 9.7669 0.036
C 7.5994 8.1656 8.0719 0.001
N 7.6848 7.9712 6.6161 0.000
C 7.5096 9.3694 5.9798 0.000
C 7.7831 10.3054 7.1704 0.000
C 7.1103 9.6285 8.3047 0.001
H 6.9696 7.4488 8.5849 0.001
H 7.1262 7.2516 6.1668 0.000
H 9.4244 7.7161 6.8348 0.000
H 6.4074 9.5539 5.6903 0.000
H 8.2657 9.5223 5.1898 0.000
H 7.4986 11.3158 6.9197 0.000
H 8.8566 10.3055 7.4307 0.000
H 6.0173 9.5497 8.3274 0.000
H 7.3877 10.0702 9.2514 0.000

9
Properties=species:S:1:pos:R:3:mulliken_charge:R:1 method="wB97M-V/def2-TZVPD" total_charge=0 homo_lumo_gap_ev=9.359 total_energy_ha=-1058.5137 e_lumo_ha=-0.001 smiles="O=C1NSC=NS1"
C -1.3849 -0.3746 -0.1685 0.583
C 1.4487 0.8673 0.1083 -0.030
H -0.4358 -2.0364 0.4875 0.273
H 2.4149 1.1614 0.4228 0.411
N -0.2657 -1.1368 0.0832 -0.326
N 0.5057 1.7121 0.1293 -0.360
O -2.5143 -0.7712 -0.0863 -0.511
S 1.2890 -0.7968 -0.5091 -0.015
S -1.0577 1.3750 -0.4673 -0.023

15
Properties=species:S:1:pos:R:3:mulliken_charge:R:1 method="wB97M-V/def2-TZVPD" total_charge=0 homo_lumo_gap_ev=9.399 total_energy_ha=-433.0367 e_lumo_ha=0.016
C 0.7548 -0.7100 -0.9850 0.539
C 0.8613 0.4205 -0.0159 -1.134
C -1.2356 1.2118 0.6161 0.065
H 1.0262 -2.5402 -1.1290 0.313
H 2.4832 -1.7538 -0.0403 0.300
H -1.0111 0.4454 -1.8092 0.392
H 0.4825 1.3616 -0.6379 0.421
H 1.8498 0.8143 0.4867 0.347
H -0.0242 -1.1595 1.6196 0.411
H -1.9134 0.9568 1.3004 0.479
N 1.4006 -1.8218 -0.4409 -0.487
N -0.2857 -0.6688 -1.9687 -0.790
N -0.0625 0.5488 1.0305 0.173
O -0.0499 -0.2922 2.1160 -0.411
O -1.5180 1.5339 -0.5945 -0.619

19
Properties=species:S:1:pos:R:3:lowdin_spin:R:1 method="wB97M-V/def2-TZVPD" spin_multiplicity=2 total_charge=0 homo_lumo_gap_ev="7.651 / 9.475" total_energy_ha=-2375.4478 e_lumo_ha="0.022 / -0.012" s2=0.7512
O 1.6653 1.0674 -0.7727 0.151
C 2.3526 -0.0568 -0.6750 0.014
C 1.6907 -1.0815 0.2520 0.003
O 1.1658 -0.3599 1.3758 0.013
C -0.0318 0.1888 1.2621 0.026
O -0.9697 -0.6479 0.9300 0.007
O -0.2056 1.3735 1.5437 0.140
C -2.2375 -0.1376 0.4536 0.002
H 2.4034 -1.8160 0.6380 0.001
F 3.6600 0.1973 -0.1110 0.007
H 2.5813 -0.5327 -1.6473 0.002
H 0.8810 -1.5970 -0.2793 0.000
H -2.9305 -0.9680 0.6228 0.000
H -2.5272 0.7065 1.0898 0.001
C -2.1733 0.2440 -1.0069 0.003
H -3.1816 0.5281 -1.3365 0.000
H -1.5069 1.1006 -1.1695 0.004
H -1.8341 -0.6022 -1.6184 0.000
Zn 1.1981 2.3934 0.4486 0.626

16
Properties=species:S:1:pos:R:3:mulliken_charge:R:1 method="wB97M-V/def2-TZVPD" total_charge=0 homo_lumo_gap_ev=9.133 total_energy_ha=-304.9549 e_lumo_ha=0.022 smiles="[H]/N=C/NCC.O"
C -1.1106 1.7585 -1.8745 -0.978
C -0.5468 0.4043 -1.0093 -0.403
N 0.9218 0.1402 -1.1205 -0.327
C 1.7118 -0.3941 -0.1112 0.109
N 2.5222 -1.5075 -0.2611 -0.682
H -2.1583 1.6881 -1.8144 0.347
H -0.8861 1.5293 -2.9401 0.250
H -0.7494 2.7458 -1.6176 0.326
H -0.7140 0.3213 0.0920 0.336
H -0.8580 -0.3449 -1.6257 0.259
H 1.1441 -0.4091 -1.9061 0.305
H 1.4959 0.0205 1.0308 0.236
H 2.5676 -2.0276 0.6992 0.224
H -2.8307 0.3645 3.2841 0.330
H -2.8802 -1.2292 3.5918 0.319
O -2.3207 -0.4626 3.6059 -0.651

What did the fourth record say?
15
Properties=species:S:1:pos:R:3:mulliken_charge:R:1 method="wB97M-V/def2-TZVPD" total_charge=0 homo_lumo_gap_ev=9.399 total_energy_ha=-433.0367 e_lumo_ha=0.016
C 0.7548 -0.7100 -0.9850 0.539
C 0.8613 0.4205 -0.0159 -1.134
C -1.2356 1.2118 0.6161 0.065
H 1.0262 -2.5402 -1.1290 0.313
H 2.4832 -1.7538 -0.0403 0.300
H -1.0111 0.4454 -1.8092 0.392
H 0.4825 1.3616 -0.6379 0.421
H 1.8498 0.8143 0.4867 0.347
H -0.0242 -1.1595 1.6196 0.411
H -1.9134 0.9568 1.3004 0.479
N 1.4006 -1.8218 -0.4409 -0.487
N -0.2857 -0.6688 -1.9687 -0.790
N -0.0625 0.5488 1.0305 0.173
O -0.0499 -0.2922 2.1160 -0.411
O -1.5180 1.5339 -0.5945 -0.619